(1)
This record from OMol25 describes an isolated molecule of C13H20N4O3S at a distorted geometry. The level of theory is the ωB97M-V functional and the def2-TZVPD basis.

Results
lowest unoccupied orbital energy	0.0146	Eh
relative energy (zero: lowest compared OMol25 entry of this formula, charge and spin)	245.94	kcal per mole
multiplicity	1
total energy	-36734.556	eV
frontier orbital gap	9.068	eV
SMILES	COCCNC(=O)NC(=O)CSc1nc(C)c(C)c(C)n1

Each line ends with the Löwdin charge.
Atoms and positions in Å:
1 C -4.66 -0.24 4.46  -0.118
2 O -4.14 -0.97 3.44  -0.155
3 C -4.51 -0.61 2.24  -0.245
4 C -4.01 0.80 1.66  -0.185
5 N -2.67 0.75 1.56  0.061
6 C -1.78 0.96 0.46  -0.341
7 O -2.20 1.18 -0.72  0.021
8 N -0.38 0.72 0.73  0.151
9 C 0.37 0.65 1.86  -0.423
10 O -0.20 0.70 3.00  -0.005
11 C 2.01 0.75 1.74  -0.358
12 H 2.47 0.75 2.58  -0.012
13 H 1.94 1.51 0.84  0.125
14 S 2.55 -0.75 0.99  0.948
15 C 2.21 -0.68 -0.84  -0.531
16 N 2.97 -1.27 -1.64  0.108
17 C 2.65 -1.19 -2.98  -0.217
18 C 1.93 -0.22 -3.51  -0.263
19 C 1.19 0.41 -2.41  -0.268
20 N 1.47 0.47 -1.22  0.100
21 C 0.19 1.39 -3.00  0.020
22 H -0.47 1.59 -2.25  0.007
23 H 0.70 2.52 -2.87  0.172
24 H -0.09 1.43 -3.95  0.015
25 C 1.84 -0.42 -4.83  -0.066
26 H 0.81 -0.64 -5.20  0.127
27 H 2.48 -0.56 -5.59  0.054
28 H 1.78 0.85 -5.06  0.177
29 C 3.60 -2.14 -3.79  0.012
30 H 4.02 -2.86 -3.05  0.094
31 H 2.95 -2.87 -4.30  0.099
32 H 4.27 -1.85 -4.37  -0.014
33 H 0.18 0.83 -0.09  0.050
34 H -2.10 0.68 2.44  0.141
35 H -4.36 1.59 2.25  0.113
36 H -4.15 1.02 0.81  0.024
37 H -5.60 -0.76 2.02  0.137
38 H -3.99 -1.07 1.41  0.126
39 H -5.68 -0.38 4.36  0.061
40 H -4.12 -0.78 5.34  0.135
41 H -4.42 0.90 4.49  0.121

(2)
This record from OMol25 describes an isolated molecule of C17H27NO4. The level of theory is the ωB97M-V functional and the def2-TZVPD basis.

Results
lowest unoccupied orbital energy	0.0204	Eh
relative energy (zero: lowest compared OMol25 entry of this formula, charge and spin)	0.00	kcal per mole
multiplicity	1
total energy	-27748.315	eV
frontier orbital gap	9.178	eV
SMILES	CCCCCCN/C=C1/C(=O)CC(C)(C)[C@@H](C(=O)OC)C1=O

Each line ends with the Löwdin charge.
Atoms and positions in Å:
1 C -2.57 -2.55 -1.15  -0.106
2 C -3.57 -1.44 -0.84  -0.272
3 C -3.47 -1.00 0.62  -0.217
4 C -4.41 0.17 0.96  -0.207
5 C -3.73 1.53 1.08  -0.184
6 H -2.96 1.49 1.86  0.117
7 H -4.48 2.26 1.39  0.109
8 C -3.08 2.05 -0.21  -0.169
9 N -1.76 1.53 -0.42  0.047
10 C -0.67 2.09 0.07  0.003
11 C 0.61 1.55 0.01  -0.074
12 C 0.82 0.26 -0.59  -0.301
13 O -0.08 -0.38 -1.13  0.051
14 H -1.62 0.61 -0.84  0.108
15 C 2.23 -0.33 -0.54  -0.096
16 C 2.20 -1.28 0.64  -0.469
17 O 2.09 -0.96 1.80  0.131
18 O 2.29 -2.54 0.23  -0.019
19 C 2.21 -3.54 1.24  -0.040
20 H 1.28 -3.44 1.80  0.099
21 H 3.06 -3.45 1.93  0.098
22 H 2.25 -4.50 0.72  0.094
23 H 2.36 -0.95 -1.43  0.164
24 C 3.33 0.73 -0.46  -0.498
25 C 3.03 1.68 0.70  -0.055
26 C 1.68 2.35 0.60  -0.370
27 O 1.49 3.47 1.02  0.063
28 H 3.80 2.46 0.78  0.136
29 H 3.03 1.12 1.64  0.130
30 C 4.68 0.04 -0.23  -0.024
31 H 5.48 0.78 -0.22  0.090
32 H 4.69 -0.48 0.73  0.089
33 H 4.88 -0.68 -1.02  0.093
34 C 3.38 1.51 -1.78  -0.015
35 H 4.15 2.28 -1.73  0.093
36 H 3.61 0.84 -2.60  0.091
37 H 2.43 1.99 -1.98  0.091
38 H -0.77 3.06 0.55  0.149
39 H -3.70 1.79 -1.07  0.123
40 H -3.01 3.14 -0.16  0.122
41 H -4.90 -0.03 1.92  0.106
42 H -5.20 0.23 0.21  0.109
43 H -3.73 -1.86 1.25  0.111
44 H -2.44 -0.74 0.87  0.105
45 H -4.58 -1.80 -1.03  0.109
46 H -3.38 -0.60 -1.50  0.095
47 H -2.69 -2.89 -2.18  0.071
48 H -2.71 -3.40 -0.48  0.072
49 H -1.55 -2.19 -1.04  0.046